Entry 1:
This record from the Open Molecules 2025 dataset describes a cluster of 2 separate species, C5H13NO2 in total. The level of theory is wB97M-V/def2-TZVPD.

```
21
Properties=species:S:1:pos:R:3:mulliken_charge:R:1
C -2.00 0.66 -0.97 -0.86
N -0.62 0.69 -1.49 -0.48
C 0.32 -0.02 -0.63 1.22
C 0.71 0.72 0.57 -0.12
C 1.78 0.49 -0.87 -1.53
C 1.10 0.06 1.87 -1.21
O 0.18 -1.34 -0.57 -0.87
H -1.97 1.15 -0.02 0.32
H -2.71 1.17 -1.60 0.36
H -2.35 -0.36 -0.77 0.33
H -0.63 0.15 -2.34 0.33
H 0.33 1.80 0.57 0.51
H 1.74 0.41 -2.01 0.38
H 2.47 -0.32 -0.51 0.39
H 2.31 1.48 -0.72 0.36
H 0.26 -0.59 2.23 0.26
H 1.96 -0.57 1.71 0.30
H 1.31 0.80 2.66 0.35
H -1.86 -2.79 1.24 0.27
H -0.79 -1.78 0.44 0.43
O -1.55 -1.83 1.22 -0.74
```

Properties
* net charge: 0
* relative energy (zero: lowest compared OMol25 entry of this formula, charge and spin): 4.578 eV
* HOMO level: -8.7 eV
* calculated total energy: -403.40838 Ha

---

Entry 2:
This record from the Open Molecules 2025 dataset describes an isolated molecule of C5H13NO2. The level of theory is wB97M-V/def2-TZVPD.

```
21
Properties=species:S:1:pos:R:3:mulliken_charge:R:1
C 2.14 -0.24 -0.39 -0.96
C 0.87 -0.74 0.87 -1.09
C -0.32 0.03 0.42 1.90
C -0.30 1.49 0.87 -1.74
C -1.66 -0.63 0.73 -1.80
N 0.02 0.03 -1.05 -0.12
O -0.15 -1.24 -1.63 -0.38
O -1.32 0.75 -1.79 -0.57
H 2.20 -0.46 -1.45 0.28
H 2.93 -0.86 0.03 0.42
H 2.36 0.80 -0.18 0.29
H 1.33 -0.42 1.80 0.39
H 0.78 -1.82 0.74 0.37
H 0.60 2.00 0.52 0.37
H -0.34 1.55 1.95 0.41
H -1.16 2.01 0.44 0.35
H -2.44 -0.15 0.14 0.37
H -1.64 -1.69 0.50 0.43
H -1.89 -0.51 1.79 0.44
H -1.11 -1.22 -1.86 0.38
H -0.92 1.32 -2.46 0.29
```

Properties
* net charge: 0
* SMILES: CCC(C)(C)N(O)O
* relative energy (zero: lowest compared OMol25 entry of this formula, charge and spin): 5.928 eV
* HOMO level: -9.4 eV
* calculated total energy: -403.35875 Ha

---

Entry 3:
This record from the Open Molecules 2025 dataset describes a cluster of 2 separate species, C5H13NO2 in total. The level of theory is wB97M-V/def2-TZVPD.

```
21
Properties=species:S:1:pos:R:3:mulliken_charge:R:1
C -0.82 1.80 -0.71 -1.42
C -0.39 0.44 -0.15 0.61
C -1.24 -0.56 -0.83 -0.31
O -2.21 -1.10 -0.36 -0.52
N 1.06 0.22 -0.43 -0.13
C 1.92 1.24 0.21 -0.88
C 1.39 -1.14 0.08 -1.02
H -1.90 1.96 -0.65 0.41
H -0.35 1.96 -1.67 0.37
H -0.38 2.61 -0.10 0.34
H -0.53 0.43 0.93 0.24
H -0.82 -0.81 -1.83 0.36
H 2.25 1.99 -0.54 0.27
H 1.33 1.88 0.85 0.28
H 2.80 0.71 0.57 0.38
H 0.55 -1.81 0.09 0.27
H 2.10 -1.20 0.90 0.35
H 2.05 -1.55 -0.71 0.36
O -2.30 -2.25 1.86 -0.63
H -1.67 -2.81 1.40 0.29
H -2.84 -2.00 1.09 0.38
```

Properties
* net charge: 0
* SMILES: C[C@@H](C=O)N(C)C.O
* relative energy (zero: lowest compared OMol25 entry of this formula, charge and spin): 2.724 eV
* HOMO level: -9.0 eV
* calculated total energy: -403.47649 Ha

---

Entry 4:
This record from the Open Molecules 2025 dataset describes a cluster of 2 separate species, C5H13NO2S in total. The level of theory is wB97M-V/def2-TZVPD.

```
22
Properties=species:S:1:pos:R:3:lowdin_spin:R:1
C -0.53 -0.70 -1.59 0.00
C -0.29 -2.63 -0.09 0.07
C -1.51 -0.51 0.84 0.05
C 2.28 3.15 1.08 0.12
C -0.33 -1.08 -0.10 0.07
N 1.33 1.13 -0.13 0.71
O 0.12 1.90 1.88 0.01
O 0.92 -0.80 0.29 0.82
S 1.44 1.49 1.50 0.10
H -1.44 -0.16 -1.55 0.00
H 0.31 0.13 -1.76 0.00
H -0.46 -1.42 -2.35 0.00
H 0.50 -3.29 -0.70 0.00
H -1.23 -3.06 -0.26 0.01
H -0.06 -3.01 0.87 0.00
H -1.73 0.45 0.48 0.00
H -2.33 -1.27 0.64 0.00
H -1.30 -0.70 1.88 0.00
H 1.72 3.73 1.95 0.01
H 1.86 3.44 0.12 0.00
H 3.30 2.96 1.17 0.00
H 2.19 0.79 -0.56 0.01
```

Properties
* net charge: 0
* multiplicity: 3
* relative energy (zero: lowest compared OMol25 entry of this formula, charge and spin): 1.312 eV
* HOMO level (spin up / spin down): -8.3 / -9.1 eV
* calculated total energy: -801.46790 Ha

---

Entry 5:
This record from the Open Molecules 2025 dataset describes a structure of composition C5H13NO3. The level of theory is wB97M-V/def2-TZVPD.

```
22
Properties=species:S:1:pos:R:3:mulliken_charge:R:1
C 1.23 0.24 -1.33 0.41
C 0.28 -0.40 -3.69 -0.66
C 1.69 -0.78 -0.33 -1.24
O 0.09 -0.46 -2.27 -0.38
O 0.38 1.20 -0.92 -0.84
H -0.38 0.53 -1.70 0.49
H 2.00 0.57 -2.04 0.38
H 1.07 -1.09 -3.98 0.29
H 0.54 0.62 -4.01 0.32
H -0.66 -0.70 -4.16 0.24
H 0.84 -1.16 0.24 0.26
H 2.37 -0.28 0.37 0.32
H 2.22 -1.59 -0.82 0.36
C -1.77 0.04 3.68 -0.93
C -1.10 -0.04 2.32 0.61
N -0.79 1.14 1.74 -0.26
O -0.90 -1.12 1.78 -0.64
H -0.97 2.01 2.20 0.19
H -0.32 1.16 0.83 0.28
H -1.77 1.04 4.12 0.31
H -1.25 -0.64 4.37 0.27
H -2.80 -0.31 3.59 0.25
```

Properties
* net charge: 0
* relative energy (zero: lowest compared OMol25 entry of this formula, charge and spin): 2.198 eV
* HOMO level: -9.3 eV
* calculated total energy: -478.73463 Ha

---

Entry 6:
This record from the Open Molecules 2025 dataset describes an isolated molecule of C5H13NO3. The level of theory is wB97M-V/def2-TZVPD.

```
22
Properties=species:S:1:pos:R:3:mulliken_charge:R:1
C -0.04 0.12 1.77 -1.78
C 0.27 0.13 0.28 0.54
C 0.12 -1.31 -0.41 0.35
C 0.70 -2.42 0.45 -1.53
O 0.80 -1.21 -1.66 -0.57
C -0.67 1.10 -0.43 -0.37
O -0.66 1.06 -1.83 -0.57
N -0.23 2.47 0.06 -0.19
O -1.21 3.45 -0.22 -0.44
H -1.01 -0.32 1.96 0.36
H 0.72 -0.43 2.32 0.39
H -0.07 1.15 2.12 0.51
H 1.30 0.44 0.10 0.30
H -0.94 -1.51 -0.60 0.17
H 1.73 -2.19 0.71 0.37
H 0.70 -3.36 -0.11 0.46
H 0.12 -2.56 1.35 0.37
H 0.94 -2.09 -2.03 0.33
H -1.70 0.96 -0.09 0.31
H 0.05 0.47 -2.12 0.41
H 0.60 2.75 -0.47 0.25
H -1.52 3.30 -1.13 0.34
```

Properties
* net charge: 0
* SMILES: C[C@@H]([C@H](C)O)[C@H](O)NO
* relative energy (zero: lowest compared OMol25 entry of this formula, charge and spin): 2.442 eV
* HOMO level: -9.3 eV
* calculated total energy: -478.72567 Ha

---

Entry 7:
This record from the Open Molecules 2025 dataset describes a cluster of 3 separate species, C5H13NO4 in total. The level of theory is wB97M-V/def2-TZVPD.

```
23
Properties=species:S:1:pos:R:3:mulliken_charge:R:1
C -1.53 2.49 -0.83 -0.81
N -1.83 1.05 -0.57 -0.45
C -1.18 0.42 0.57 0.28
C -2.20 -0.44 1.26 -0.41
O -2.12 -0.74 2.43 -0.49
C -0.06 -0.48 -0.11 -0.39
C 0.82 -1.22 0.83 -0.04
O 1.67 -1.93 0.38 -0.59
H -1.45 3.26 -0.02 0.31
H -0.52 2.63 -1.28 0.24
H -2.37 2.85 -1.56 0.29
H -1.69 0.45 -1.44 0.31
H -0.84 1.07 1.43 0.43
H -3.02 -0.84 0.74 0.48
H -0.60 -1.37 -0.58 0.27
H 0.51 0.30 -0.76 -0.04
H 0.45 -1.20 1.79 0.51
O 2.83 -1.08 -1.85 -0.76
H 2.63 -1.47 -1.07 0.46
H 1.91 -1.05 -2.14 0.35
O 2.27 1.37 -0.91 -0.64
H 2.50 0.54 -1.36 0.44
H 2.96 1.76 -0.42 0.26
```

Properties
* net charge: 0
* SMILES: CN[C@@H](C=O)CC=O.O.O
* relative energy (zero: lowest compared OMol25 entry of this formula, charge and spin): 2.806 eV
* HOMO level: -9.1 eV
* calculated total energy: -553.93389 Ha

---

Entry 8:
This record from the Open Molecules 2025 dataset describes a cluster of 3 separate species, C5H13NO4S in total. The level of theory is wB97M-V/def2-TZVPD.

```
24
Properties=species:S:1:pos:R:3:mulliken_charge:R:1
C 0.52 1.00 0.65 -0.30
C -1.86 0.60 -0.11 -0.87
C -0.45 -1.22 0.52 -1.17
C 0.14 0.06 -1.47 -0.94
C 3.81 2.04 -0.60 -0.03
N -0.36 0.11 -0.09 0.44
O 2.87 -1.31 1.66 -0.56
O 3.19 0.21 -0.46 -0.44
O 2.08 -1.81 -0.76 -0.61
O 4.92 2.04 -0.33 -0.23
S 3.25 -1.26 -0.10 0.48
H 1.50 0.80 0.23 0.02
H 0.50 2.15 0.66 0.27
H 0.54 0.72 1.83 0.23
H -2.09 1.20 -1.02 0.29
H -2.43 -0.33 -0.13 0.33
H -2.14 1.06 0.79 0.38
H 0.51 -1.74 0.60 0.26
H -0.70 -1.18 1.52 0.59
H -1.09 -1.91 0.09 0.46
H -0.07 0.99 -2.12 0.27
H -0.38 -0.70 -2.00 0.50
H 1.17 -0.30 -1.59 0.31
H 3.68 -0.98 2.06 0.30
```

Properties
* net charge: 0
* relative energy (zero: lowest compared OMol25 entry of this formula, charge and spin): 3.729 eV
* HOMO level: -8.3 eV
* calculated total energy: -952.06893 Ha

---

Entry 9:
This record from the Open Molecules 2025 dataset describes a cluster of 2 separate species, C5H13NOS in total. The level of theory is wB97M-V/def2-TZVPD.

```
21
Properties=species:S:1:pos:R:3:mulliken_charge:R:1
C -2.10 -0.35 -1.75 -0.90
C -2.05 -0.04 -0.49 0.91
C -2.83 -0.84 0.52 -1.16
C -1.17 1.06 0.03 -1.24
H -2.86 -1.03 -2.02 0.31
H -1.44 0.04 -2.61 0.23
H -2.13 -1.24 1.32 0.25
H -3.71 -0.46 0.96 0.31
H -3.06 -1.74 -0.04 0.35
H -1.92 1.81 0.41 0.33
H -0.63 1.52 -0.84 0.24
H -0.59 0.95 0.87 0.37
C 3.03 -1.00 1.03 -0.72
N 2.36 -0.23 -0.01 -0.19
S 3.08 1.00 -0.75 0.01
O 2.19 2.33 -0.46 -0.46
H 2.21 -1.20 1.86 0.23
H 3.51 -2.02 0.63 0.22
H 3.82 -0.39 1.46 0.33
H 1.79 -0.96 -0.52 0.24
H 2.49 2.77 0.40 0.33
```

Properties
* net charge: 0
* SMILES: C=C(C)C.CNSO
* relative energy (zero: lowest compared OMol25 entry of this formula, charge and spin): 3.061 eV
* HOMO level: -8.6 eV
* calculated total energy: -726.38861 Ha

---

Entry 10:
This record from the Open Molecules 2025 dataset describes an isolated molecule of C5H13NOS. The level of theory is wB97M-V/def2-TZVPD.

```
21
Properties=species:S:1:pos:R:3:mulliken_charge:R:1
C 0.55 0.38 -2.14 -1.26
C 0.31 0.71 -0.68 0.35
C -1.01 -0.03 -0.31 -1.00
C -1.22 -0.50 1.15 -0.49
S -2.96 -1.09 1.39 -0.26
N 1.33 0.29 0.30 -0.25
C 2.74 0.61 0.28 -0.50
O 3.27 0.71 -1.05 -0.50
H -0.08 1.13 -2.70 0.33
H 1.55 0.44 -2.55 0.32
H 0.20 -0.59 -2.49 0.32
H 0.15 1.79 -0.54 0.30
H -1.08 -0.94 -0.91 0.28
H -1.88 0.59 -0.64 0.47
H -0.51 -1.32 1.25 0.29
H -1.12 0.23 1.95 0.35
H -3.68 -0.20 0.69 0.11
H 1.30 -0.72 0.35 0.23
H 3.33 -0.20 0.69 0.30
H 2.93 1.53 0.85 0.34
H 4.08 1.24 -1.07 0.28
```

Properties
* net charge: 0
* SMILES: C[C@@H](CCS)NCO
* relative energy (zero: lowest compared OMol25 entry of this formula, charge and spin): 1.580 eV
* HOMO level: -8.9 eV
* calculated total energy: -726.44302 Ha